The following is a quantum chemistry calculation of a molecular structure, C18H21BNO7S at a distorted geometry, from OMol25.

Summary:
Largest force on an atom, eV Å⁻¹: 5.19
LUMO, eV: 0.77
Energy above the lowest of the compared OMol25 structures with the same formula, charge and spin, kcal per mole: 65.1
2S+1: 1
DFT total energy, eV: -46339.90334
HOMO level, eV: -2.92
HOMO-LUMO gap, eV: 3.689
Molar mass, g mol⁻¹: 406.245
Charge: -1

Last column: natural (NBO) charge in e.
Positions of all 49 atoms, in Å:
C 5.964 -2.289 -1.214  -0.7086
C 5.173 -1.166 -1.721  0.5289
C 5.441 0.222 -1.427  -0.3220
C 4.475 1.048 -1.948  -0.0887
C 3.752 0.513 -3.156  0.4661
B 2.337 -1.704 0.708  1.3472
O 2.978 -2.277 1.779  -0.7471
C 1.805 -2.526 2.533  -0.0689
C 0.496 -1.877 1.813  -0.1308
C -0.722 -2.072 2.688  -0.6216
C 0.359 -2.538 0.388  -0.0685
O 1.643 -2.510 -0.243  -0.7337
C 0.845 -0.343 1.558  -0.0671
O 2.033 -0.306 0.711  -0.7532
O 4.102 -1.476 -2.386  -0.5344
H 7.017 -2.059 -1.024  0.2188
H 5.476 -2.652 -0.310  0.2652
H 5.827 -3.065 -1.956  0.2575
H 6.316 0.565 -0.821  0.2372
H 4.304 2.089 -1.663  0.2415
H 1.639 -3.620 2.598  0.1779
H 1.924 -2.072 3.534  0.1794
H -1.598 -1.605 2.202  0.2795
H -0.871 -3.152 2.751  0.2105
H -0.531 -1.616 3.675  0.1994
H 0.063 -3.595 0.482  0.1764
H -0.364 -1.988 -0.217  0.2280
H -0.001 0.148 1.019  0.2147
H 1.076 0.187 2.517  0.1679
C -5.704 4.934 0.439  -0.6206
C -5.081 3.611 0.064  -0.0563
C -3.996 3.089 0.794  -0.2219
C -3.431 1.858 0.423  -0.2371
C -3.959 1.136 -0.637  -0.1867
S -3.288 -0.551 -1.027  1.5008
N 1.476 -0.298 -2.198  -0.2240
C 2.507 -0.018 -2.652  0.1559
O 4.151 0.394 -4.315  -0.4985
O -3.188 -1.235 0.251  -1.0802
O -4.196 -1.099 -2.027  -1.0542
C -5.000 1.657 -1.385  -0.2383
C -5.580 2.882 -1.020  -0.2261
H -6.635 5.075 -0.125  0.2046
H -5.932 4.979 1.511  0.2053
H -5.038 5.779 0.203  0.2052
H -3.615 3.650 1.651  0.1903
H -2.587 1.472 0.991  0.2098
H -5.406 1.147 -2.252  0.2304
H -6.451 3.275 -1.558  0.1900